1.
This record from the Open Molecules 2025 dataset describes 2 unconnected molecules or ions with the total composition C5H12O2. The level of theory is wB97M-V/def2-TZVPD.

Properties
LUMO level (eV): 0.72
Energy above the lowest of the compared OMol25 structures with the same formula, charge and spin (kJ/mol): 186.8
HOMO level (Eh): -0.3067

The geometry in ORCA input format:
```
! RIJCOSX wB97M-V def2-TZVPD def2/J DEFGRID3
* xyz 0 1
C -0.346 -2.491 -0.191
C 0.434 -1.185 -0.354
C -0.391 0.061 -0.493
C 0.033 1.316 -0.288
C 1.468 1.691 -0.045
O -0.818 2.331 -0.712
H -0.884 -2.504 0.762
H -1.073 -2.632 -1.000
H 0.336 -3.350 -0.213
H 1.147 -1.090 0.474
H 1.022 -1.220 -1.278
H -1.401 -0.057 -0.883
H 1.918 1.825 -1.035
H 1.597 2.628 0.507
H 2.030 0.912 0.481
H -0.843 3.059 -0.079
O -1.270 -0.062 1.676
H -2.186 0.075 1.405
H -0.773 0.694 1.266
*
```



2.
This record from the Open Molecules 2025 dataset describes 11 unconnected molecules or ions with the total composition C44H88O22S11. The level of theory is wB97M-V/def2-TZVPD.

Properties
LUMO level (eV): 0.04
Energy above the lowest of the compared OMol25 structures with the same formula, charge and spin (kJ/mol): 185.2
HOMO level (Eh): -0.3555

The geometry in ORCA input format:
```
! RIJCOSX wB97M-V def2-TZVPD def2/J DEFGRID3
* xyz 0 1
O -2.836 -5.298 6.402
S -1.635 -4.529 6.605
O -0.789 -4.637 7.768
C -0.527 -4.759 5.126
C -1.039 -3.667 4.118
C -1.288 -2.397 4.973
C -2.106 -2.768 6.277
H -0.686 -5.811 4.780
H 0.475 -4.494 5.432
H -0.248 -3.438 3.361
H -1.953 -3.978 3.643
H -1.939 -1.695 4.432
H -0.319 -1.950 5.194
H -3.187 -2.667 6.032
H -1.803 -2.263 7.213
O 1.791 -2.078 4.513
S 3.187 -2.184 4.811
O 3.710 -2.125 6.132
C 3.931 -3.526 3.903
C 4.505 -2.895 2.623
C 5.084 -1.535 3.013
C 4.008 -0.878 3.948
H 3.095 -4.182 3.704
H 4.822 -3.836 4.448
H 5.304 -3.451 2.242
H 3.762 -2.878 1.828
H 5.209 -0.917 2.112
H 6.006 -1.626 3.530
H 3.308 -0.360 3.349
H 4.284 -0.192 4.750
O -4.634 0.641 0.520
S -5.057 1.713 1.399
O -4.157 2.113 2.441
C -5.609 3.140 0.524
C -7.097 3.353 0.769
C -7.220 2.855 2.221
C -6.638 1.466 2.167
H -5.262 3.038 -0.529
H -5.124 3.996 0.961
H -7.314 4.426 0.620
H -7.790 2.779 0.165
H -8.240 2.941 2.576
H -6.675 3.469 2.953
H -7.245 0.761 1.567
H -6.389 0.920 3.037
O -1.120 2.167 -4.923
S 0.251 2.338 -5.371
O 0.837 1.217 -6.008
C 0.487 3.773 -6.406
C 1.773 4.417 -5.846
C 2.414 3.564 -4.715
C 1.240 2.845 -4.053
H -0.466 4.295 -6.368
H 0.654 3.379 -7.389
H 2.444 4.468 -6.699
H 1.641 5.472 -5.516
H 2.815 4.240 -3.910
H 3.178 2.924 -5.126
H 0.647 3.603 -3.517
H 1.482 1.859 -3.598
O -5.223 -2.785 1.897
S -4.110 -2.671 0.962
O -3.158 -1.558 1.171
C -3.244 -4.289 0.779
C -3.795 -5.052 -0.516
C -5.039 -4.238 -0.960
C -4.652 -2.815 -0.682
H -3.556 -4.814 1.690
H -2.155 -4.167 0.708
H -3.113 -5.051 -1.346
H -4.058 -6.094 -0.325
H -5.896 -4.460 -0.315
H -5.310 -4.551 -1.974
H -5.401 -2.042 -0.922
H -3.672 -2.511 -1.186
O 2.203 5.222 -1.721
S 0.960 5.944 -1.516
O 0.298 6.516 -2.670
C -0.080 5.045 -0.386
C -0.512 5.985 0.720
C -0.156 7.424 0.444
C 1.196 7.331 -0.331
H 0.699 4.422 0.034
H -0.826 4.488 -0.984
H -1.570 5.902 0.936
H -0.027 5.767 1.639
H 0.008 8.088 1.350
H -0.923 7.880 -0.151
H 2.001 7.040 0.356
H 1.520 8.225 -0.923
O -0.038 1.916 -0.915
S 0.468 1.025 0.111
O 1.680 1.517 0.683
C -0.711 0.663 1.342
C -0.148 -0.631 2.022
C 0.618 -1.377 0.875
C 0.645 -0.549 -0.388
H -1.675 0.430 0.788
H -0.782 1.540 1.953
H 0.402 -0.398 2.894
H -0.985 -1.274 2.200
H -0.019 -2.232 0.668
H 1.590 -1.776 1.102
H -0.231 -0.726 -0.979
H 1.490 -0.574 -1.085
O 0.976 -4.487 -0.887
S 1.899 -3.964 -1.910
O 2.638 -2.755 -1.604
C 2.961 -5.335 -2.353
C 2.106 -6.110 -3.356
C 1.772 -5.012 -4.392
C 1.200 -3.854 -3.570
H 3.193 -5.894 -1.416
H 3.899 -5.014 -2.826
H 2.695 -6.952 -3.796
H 1.213 -6.426 -2.873
H 1.010 -5.349 -5.109
H 2.704 -4.772 -4.915
H 0.167 -4.119 -3.349
H 1.309 -2.830 -3.910
O 4.773 4.376 6.494
S 3.400 4.158 6.116
O 2.443 5.034 6.760
C 3.124 4.217 4.325
C 2.575 2.769 3.936
C 1.847 2.280 5.146
C 2.839 2.434 6.271
H 4.049 4.424 3.828
H 2.368 5.014 4.184
H 1.983 2.859 2.999
H 3.463 2.208 3.745
H 1.496 1.267 4.920
H 0.987 2.956 5.318
H 3.759 1.821 6.116
H 2.517 2.312 7.331
O 4.968 -1.257 -5.948
S 4.490 -1.518 -4.602
O 4.070 -2.862 -4.220
C 5.604 -0.894 -3.355
C 4.957 0.326 -2.660
C 3.416 0.066 -2.796
C 3.088 -0.459 -4.164
H 6.593 -0.697 -3.749
H 5.635 -1.762 -2.677
H 5.310 0.386 -1.617
H 5.132 1.265 -3.182
H 2.954 0.964 -2.468
H 3.094 -0.716 -2.076
H 3.133 0.338 -4.907
H 2.214 -1.093 -4.341
O -3.028 -2.357 -3.459
S -2.175 -1.216 -3.787
O -0.719 -1.306 -3.552
C -2.629 -0.815 -5.451
C -4.046 -0.281 -5.153
C -3.944 0.734 -3.948
C -2.799 0.214 -2.962
H -2.577 -1.662 -6.105
H -1.904 -0.053 -5.795
H -4.498 0.125 -6.035
H -4.643 -1.162 -4.973
H -4.880 0.939 -3.443
H -3.592 1.713 -4.279
H -3.245 -0.062 -2.015
H -2.009 0.953 -2.762
*
```



3.
This record from the Open Molecules 2025 dataset describes 3 unconnected molecules or ions with the total composition H6O3. The level of theory is wB97M-V/def2-TZVPD.

Properties
LUMO level (eV): 0.42
Energy above the lowest of the compared OMol25 structures with the same formula, charge and spin (kJ/mol): 75.3
HOMO level (Eh): -0.3977

The geometry in ORCA input format:
```
! RIJCOSX wB97M-V def2-TZVPD def2/J DEFGRID3
* xyz 0 1
O 0.440 0.020 -0.171
H 0.564 0.278 0.712
H 0.914 -0.820 -0.122
O -0.015 0.866 -2.931
H 0.165 1.743 -3.257
H 0.374 0.799 -2.057
O -0.712 -0.623 2.642
H -1.643 -0.791 2.549
H -0.088 -1.472 2.635
*
```



4.
This record from the Open Molecules 2025 dataset describes CH2N4O in the gas phase. The level of theory is wB97M-V/def2-TZVPD.

Properties
LUMO level (eV): -0.27
Energy above the lowest of the compared OMol25 structures with the same formula, charge and spin (kJ/mol): 437.2
HOMO level (Eh): -0.3450

The geometry in ORCA input format:
```
! RIJCOSX wB97M-V def2-TZVPD def2/J DEFGRID3
* xyz 0 1
O 0.112 1.421 -0.570
C -0.188 0.192 -0.215
N -1.199 -0.103 0.836
N -0.439 -0.902 1.438
N 0.758 -0.927 0.683
N 0.186 -0.937 -0.834
H -0.236 2.044 0.087
H 1.005 -0.788 -1.424
*
```



Record-wise largest force on an atom values, in eV/Å: 1.61; 3.33; 3.90; 1.10